A cluster of 4 separate species, C8H24O8 in total. Source: OMol25; level of theory: ωB97M-V/def2-TZVPD.

```
! RIJCOSX wB97M-V def2-TZVPD def2/J DEFGRID3
* xyz 0 1
C -2.202 1.372 -0.718
C -2.793 0.479 -1.795
O -2.700 1.007 -3.107
O -3.036 2.477 -0.539
H -1.170 1.518 -1.050
H -2.215 0.677 0.131
H -3.698 -0.029 -1.436
H -2.164 -0.417 -1.873
H -3.195 1.832 -3.157
H -2.933 2.919 0.304
C 0.457 -0.549 -3.821
C 1.039 0.131 -5.087
O -0.029 0.403 -5.990
O 1.469 -0.555 -2.829
H 0.055 -1.539 -4.070
H -0.427 -0.004 -3.478
H 1.777 -0.590 -5.461
H 1.529 1.082 -4.889
H -0.536 -0.403 -6.126
H 2.283 -0.344 -3.293
C 0.896 -0.365 4.878
C 1.322 1.028 5.304
O 2.045 1.615 4.200
O -0.306 -0.357 4.055
H 0.537 -1.050 5.654
H 1.676 -0.958 4.405
H 2.131 0.824 6.021
H 0.539 1.686 5.682
H 2.162 2.499 4.575
H -0.928 0.294 4.390
C 1.398 -1.162 1.122
C 0.362 -2.280 0.889
O -0.111 -2.214 -0.432
O 0.915 0.177 1.249
H 2.137 -1.172 0.315
H 2.098 -1.324 1.950
H -0.394 -2.326 1.672
H 0.996 -3.160 1.069
H 0.359 -1.509 -0.890
H 0.657 0.288 2.173
*
```

The calculation puts the relative energy (zero: lowest compared OMol25 entry of this formula, charge and spin) at 42.53 kcal/mol. The value obtained for the HOMO-LUMO gap is 0.3706 Ha. For the HOMO energy, the calculation gives -9.670 eV. For the energy, the calculation gives -920.99910 a.u. Its SMILES is OCCO.OCCO.OCCO.OCCO.

natural (NBO) atomic charge list, values in e, 8 entries: -0.098, -0.089, -0.721, -0.734, 0.176, 0.170, 0.164, 0.182

=====

The molecule C5H6N2O. Source: OMol25; level of theory: ωB97M-V/def2-TZVPD.

```
! RIJCOSX wB97M-V def2-TZVPD def2/J DEFGRID3
* xyz 0 1
C 0.385 0.598 0.069
C 1.766 0.671 0.019
C 1.122 -1.492 -0.117
C -0.098 -0.687 0.095
C -1.343 -1.093 0.128
H -0.942 2.022 0.945
H 0.080 2.418 -0.688
H 2.596 1.342 0.010
H 0.977 -2.545 0.029
H -1.530 -2.228 -0.084
H -2.112 0.514 -0.361
N -0.598 1.703 -0.034
N 2.241 -0.755 0.032
O -2.545 -0.469 -0.044
*
```

The calculation puts the relative energy (zero: lowest compared OMol25 entry of this formula, charge and spin) at 76.07 kcal/mol. The value obtained for the HOMO-LUMO gap is 0.3131 Ha. For the HOMO energy, the calculation gives -8.650 eV. For the energy, the calculation gives -378.74972 a.u. Its SMILES is NC1=CN=C/C1=C/O.

natural (NBO) atomic charge list, values in e, 8 entries: 0.102, -0.120, 0.059, -0.320, 0.311, 0.401, 0.414, 0.226

=====

The ion C5H10BrN2O2 with charge +1. Source: OMol25; level of theory: ωB97M-V/def2-TZVPD.

```
! RIJCOSX wB97M-V def2-TZVPD def2/J DEFGRID3
* xyz 1 1
C -0.188 0.124 0.477
C 1.041 0.389 -0.470
C -1.523 0.510 -0.259
C -0.180 0.747 1.808
C 0.957 0.956 -1.851
N -0.086 -1.284 0.460
N 0.584 -1.719 -0.478
O 0.766 -2.798 -0.884
O -0.973 -2.038 1.212
Br 2.697 0.409 0.294
H -2.294 0.405 0.482
H -1.510 -0.096 -1.105
H -1.473 1.502 -0.617
H -0.882 0.300 2.405
H -0.223 1.778 1.907
H 0.794 0.551 2.255
H 1.551 1.812 -2.020
H -0.002 1.027 -2.337
H 1.647 0.373 -2.561
H -0.702 -2.946 1.283
*
```

The calculation puts the relative energy (zero: lowest compared OMol25 entry of this formula, charge and spin) at 86.30 kcal/mol. The value obtained for the HOMO-LUMO gap (alpha / beta) is 0.3099 / 0.3099 Ha. For the HOMO energy (alpha / beta), the calculation gives -14.133 / -14.132 eV. For the energy, the calculation gives -3030.03862 a.u.

natural (NBO) atomic charge list, values in e, 8 entries: 0.026, 0.194, -0.593, -0.637, -0.774, 0.100, 0.336, -0.279

=====

The ion C5H9N4S with charge +1. Source: OMol25; level of theory: ωB97M-V/def2-TZVPD.

```
! RIJCOSX wB97M-V def2-TZVPD def2/J DEFGRID3
* xyz 1 3
C 0.119 0.015 0.629
C 1.091 0.146 -1.536
C -0.190 -0.252 2.898
C -2.095 -0.801 -1.918
C 2.292 1.281 0.202
N 0.358 0.272 1.870
N -1.018 -0.442 0.094
N -0.925 -0.634 -1.156
N 1.113 0.452 -0.282
S 1.691 -0.181 -2.900
H 0.055 0.119 3.856
H -0.945 -1.086 2.849
H -2.887 -0.720 -1.240
H -2.091 0.046 -2.615
H -2.379 -1.771 -2.457
H 2.205 2.317 -0.093
H 3.263 0.854 -0.206
H 2.144 1.317 1.302
H -1.801 -0.931 0.701
*
```

The calculation puts the relative energy (zero: lowest compared OMol25 entry of this formula, charge and spin) at 42.03 kcal/mol. The expectation value of S² is 2.030. The value obtained for the HOMO-LUMO gap (alpha / beta) is 0.2243 / 0.3109 Ha. For the HOMO energy (alpha / beta), the calculation gives -10.516 / -14.047 eV. For the energy, the calculation gives -812.67369 a.u.

natural (NBO) atomic charge list, values in e, 8 entries: 0.540, 0.207, -0.060, -0.476, -0.415, -0.472, -0.404, -0.118

=====

The molecule C4H5NO2. Source: OMol25; level of theory: ωB97M-V/def2-TZVPD.

```
! RIJCOSX wB97M-V def2-TZVPD def2/J DEFGRID3
* xyz 0 1
O -0.255 1.700 2.106
C 0.189 1.414 1.023
C 0.367 -0.020 0.569
C -0.944 -0.638 -0.002
N -0.602 -1.039 -1.366
C 0.595 -0.680 -1.548
O 1.272 -0.064 -0.544
H 0.469 2.180 0.269
H 0.786 -0.608 1.391
H -1.273 -1.504 0.580
H -1.772 0.080 -0.021
H 1.169 -0.820 -2.458
*
```

The calculation puts the relative energy (zero: lowest compared OMol25 entry of this formula, charge and spin) at 28.21 kcal/mol. The value obtained for the HOMO-LUMO gap is 0.3929 Ha. For the HOMO energy, the calculation gives -9.955 eV. For the energy, the calculation gives -360.62446 a.u. Its SMILES is O=C[C@H]1CN=CO1.

natural (NBO) atomic charge list, values in e, 8 entries: -0.502, 0.426, -0.050, -0.267, -0.454, 0.379, -0.489, 0.121

=====

A structure of composition C23H20N6O2S2ScSeSi. Source: OMol25; level of theory: ωB97M-V/def2-TZVPD.

```
! RIJCOSX wB97M-V def2-TZVPD def2/J DEFGRID3
* xyz 0 2
Sc -0.295 -0.029 -0.131
O 6.437 -0.096 2.726
N 5.531 -0.076 3.581
O 5.777 -0.111 4.794
C 4.187 -0.058 3.167
C 3.208 -0.061 4.172
C 1.857 -0.068 3.856
C 0.818 -0.067 4.835
C -0.486 -0.082 4.449
C -0.810 -0.093 3.077
N 0.130 -0.084 2.140
C 1.435 -0.074 2.503
C 2.431 -0.050 1.458
N 1.968 -0.035 0.190
C 2.830 -0.005 -0.833
C 4.193 0.015 -0.622
C 4.690 -0.002 0.669
C 3.815 -0.037 1.770
H 3.529 -0.058 5.201
H 1.090 -0.052 5.883
H -1.286 -0.081 5.176
H -1.834 -0.096 2.732
H 2.401 0.006 -1.824
H 4.865 0.042 -1.468
H 5.750 0.011 0.853
N 0.632 5.535 3.540
C 0.480 5.015 2.528
C 0.288 4.369 1.256
C 0.161 5.109 0.086
C -0.033 4.432 -1.103
C -0.101 3.050 -1.081
N 0.022 2.339 0.046
C 0.215 2.984 1.193
H 0.213 6.189 0.118
H -0.137 4.960 -2.039
H -0.263 2.483 -1.988
H 0.309 2.387 2.091
S -0.334 -3.883 0.115
C -0.312 -2.390 0.009
S 0.052 0.060 -4.952
C 0.006 0.004 -3.360
N -0.012 -0.030 -2.176
C -5.275 -1.227 -1.434
Si -4.955 -0.032 -0.048
C -5.535 -0.730 1.577
C -5.751 1.613 -0.381
Se -2.738 0.341 0.106
H -6.346 -1.407 -1.559
H -4.787 -2.182 -1.232
H -4.878 -0.835 -2.372
H -6.614 -0.906 1.569
H -5.309 -0.037 2.389
H -5.035 -1.677 1.785
H -6.838 1.528 -0.454
H -5.376 2.028 -1.318
H -5.513 2.314 0.421
*
```

The calculation puts the relative energy (zero: lowest compared OMol25 entry of this formula, charge and spin) at 10.00 kcal/mol. The expectation value of S² is 0.780. The value obtained for the HOMO-LUMO gap (alpha / beta) is 0.1353 / 0.2476 Ha. For the HOMO energy (alpha / beta), the calculation gives -5.580 / -8.613 eV. For the energy, the calculation gives -5615.55658 a.u.

natural (NBO) atomic charge list, values in e, 8 entries: 1.382, -0.485, 0.476, -0.458, -0.009, -0.221, -0.085, -0.117

=====

Question: Look up the relative energy (zero: lowest compared OMol25 entry of this formula, charge and spin) of the first one.
Answer: 42.53 kcal/mol

=====

Please write out number 1 again, unchanged.
A cluster of 4 separate species, C8H24O8 in total. Source: OMol25; level of theory: ωB97M-V/def2-TZVPD.

```
! RIJCOSX wB97M-V def2-TZVPD def2/J DEFGRID3
* xyz 0 1
C -2.202 1.372 -0.718
C -2.793 0.479 -1.795
O -2.700 1.007 -3.107
O -3.036 2.477 -0.539
H -1.170 1.518 -1.050
H -2.215 0.677 0.131
H -3.698 -0.029 -1.436
H -2.164 -0.417 -1.873
H -3.195 1.832 -3.157
H -2.933 2.919 0.304
C 0.457 -0.549 -3.821
C 1.039 0.131 -5.087
O -0.029 0.403 -5.990
O 1.469 -0.555 -2.829
H 0.055 -1.539 -4.070
H -0.427 -0.004 -3.478
H 1.777 -0.590 -5.461
H 1.529 1.082 -4.889
H -0.536 -0.403 -6.126
H 2.283 -0.344 -3.293
C 0.896 -0.365 4.878
C 1.322 1.028 5.304
O 2.045 1.615 4.200
O -0.306 -0.357 4.055
H 0.537 -1.050 5.654
H 1.676 -0.958 4.405
H 2.131 0.824 6.021
H 0.539 1.686 5.682
H 2.162 2.499 4.575
H -0.928 0.294 4.390
C 1.398 -1.162 1.122
C 0.362 -2.280 0.889
O -0.111 -2.214 -0.432
O 0.915 0.177 1.249
H 2.137 -1.172 0.315
H 2.098 -1.324 1.950
H -0.394 -2.326 1.672
H 0.996 -3.160 1.069
H 0.359 -1.509 -0.890
H 0.657 0.288 2.173
*
```

The calculation puts the relative energy (zero: lowest compared OMol25 entry of this formula, charge and spin) at 42.53 kcal/mol. The value obtained for the HOMO-LUMO gap is 0.3706 Ha. For the HOMO energy, the calculation gives -9.670 eV. For the energy, the calculation gives -920.99910 a.u. Its SMILES is OCCO.OCCO.OCCO.OCCO.

natural (NBO) atomic charge list, values in e, 8 entries: -0.098, -0.089, -0.721, -0.734, 0.176, 0.170, 0.164, 0.182

=====

Question: Which formula does entry 4 have?
Answer: C5H9N4S

=====

Question: The highest energy belongs to which entry?
Answer: C4H5NO2